## A
DFT (ωB97M-V/def2-TZVPD) results for a cluster of 2 separate species, C4H11NS in total.

Last columns: bonded neighbours and bond lengths (Å).
Geometry (Å):
1 C 3.5809 -0.7680 -2.9041  S2 1.843, H4 1.087, H5 1.088, H6 1.090
2 S 2.1220 -0.8008 -1.7778  C1 1.843, C3 1.788
3 C 1.3702 -2.3913 -2.0960  S2 1.788, H7 1.092, H8 1.098, H9 1.087
4 H 4.3295 -0.3719 -2.2233  C1 1.087
5 H 3.4184 -0.1217 -3.7637  C1 1.088
6 H 3.8647 -1.7998 -3.1132  C1 1.090
7 H 0.3858 -2.7116 -1.7480  C3 1.092
8 H 1.2349 -2.2837 -3.1807  C3 1.098
9 H 2.0977 -3.1563 -1.8356  C3 1.087
10 C -2.8904 2.5904 3.9753  C11 1.332, H13 1.078, H14 1.094
11 C -3.5082 1.5619 3.3964  C10 1.332, N12 1.386, H15 1.085
12 N -3.5179 1.2234 2.0519  C11 1.386, H16 1.011, H17 0.998
13 H -2.7774 3.6197 3.6771  C10 1.078
14 H -2.8172 2.4010 5.0503  C10 1.094
15 H -4.0788 0.8229 3.9487  C11 1.085
16 H -3.0848 1.8681 1.4053  N12 1.011
17 H -3.4017 0.2787 1.7535  N12 0.998

The value obtained for the lowest unoccupied orbital energy is 0.0273 hartree. The SMILES is C=CN.CSC. The frontier orbital gap is 8.78 eV. The value obtained for the HOMO energy is -8.037 eV.

Here are the natural (NBO) charges for atoms 1 to 2, given in e: number 1, C, carries -0.73; number 2, S, carries 0.15



## B
DFT (ωB97M-V/def2-TZVPD) results for the molecule C4H11NS.

Last columns: bonded neighbours and bond lengths (Å).
Geometry (Å):
1 C 2.8275 0.5843 0.2430  H5 1.156, H6 1.111, H7 1.124, S17 1.835
2 C 0.3808 -0.7754 0.1606  C3 1.526, H8 1.140, H9 1.136, S17 1.819
3 C -0.2701 0.3267 -0.6696  C2 1.526, C4 1.617, H10 1.103, H11 1.143
4 C -1.7765 0.4246 -0.0907  C3 1.617, H12 1.123, H13 1.097, N16 1.433
5 H 2.5504 0.7388 1.3546  C1 1.156
6 H 2.3766 1.4279 -0.3212  C1 1.111
7 H 3.9484 0.5096 0.1954  C1 1.124
8 H -0.2153 -1.7185 -0.0718  C2 1.140
9 H 0.1977 -0.7234 1.2804  C2 1.136
10 H 0.2055 1.3218 -0.6467  C3 1.103
11 H -0.2445 -0.0069 -1.7630  C3 1.143
12 H -1.6358 1.1028 0.7932  C4 1.123
13 H -2.5154 0.9478 -0.7107  C4 1.097
14 H -2.8254 -0.9184 1.0046  N16 1.019
15 H -2.8187 -1.3318 -0.5876  N16 0.983
16 N -2.3090 -0.8881 0.1263  C4 1.433, H14 1.019, H15 0.983
17 S 2.1239 -1.0218 -0.2969  C1 1.835, C2 1.819

The value obtained for the lowest unoccupied orbital energy is 0.0383 hartree. The SMILES is CSCCCN. The frontier orbital gap is 9.28 eV. The value obtained for the HOMO energy is -8.239 eV.

Here are the natural (NBO) charges for atoms 1 to 2, given in e: number 1, C, carries -0.76; number 2, C, carries -0.57



In terms of stability, B leads; the second structure lies 0.0397 hartree higher.



## A
DFT (ωB97M-V/def2-TZVPD) results for the molecule C4H11NS.

Last columns: bonded neighbours and bond lengths (Å).
Geometry (Å):
1 C -1.1677 -0.0845 -0.8632  C2 1.525, C4 1.519, H7 1.093, H8 1.095
2 C -0.1478 -0.5708 -1.8875  C1 1.525, S3 1.815, H9 1.083, H10 1.087
3 S 0.7917 -2.0394 -1.3815  C2 1.815, H11 1.336
4 C -0.6304 0.1265 0.5416  C1 1.519, N5 1.463, H12 1.102, H13 1.093
5 N 0.5601 0.9766 0.5459  C4 1.463, C6 1.457, H14 1.017
6 C 1.1513 1.0384 1.8762  N5 1.457, H15 1.092, H16 1.087, H17 1.091
7 H -2.0725 -0.6959 -0.8120  C1 1.093
8 H -1.4757 0.9123 -1.1943  C1 1.095
9 H -0.6527 -0.8043 -2.8167  C2 1.083
10 H 0.5427 0.2471 -2.0760  C2 1.087
11 H -0.2479 -2.6505 -0.8059  S3 1.336
12 H -0.4217 -0.8141 1.0774  C4 1.102
13 H -1.3821 0.6606 1.1282  C4 1.093
14 H 1.2512 0.5203 -0.0443  N5 1.017
15 H 0.3688 1.1589 2.6288  C6 1.092
16 H 1.6977 0.1334 2.1305  C6 1.087
17 H 1.8349 1.8855 1.9528  C6 1.091

The value obtained for the lowest unoccupied orbital energy is 0.0334 hartree. The SMILES is CNCCCS. The frontier orbital gap is 9.85 eV. The value obtained for the HOMO energy is -8.945 eV.

Here are the natural (NBO) charges for atoms 1 to 2, given in e: number 1, C, carries -0.42; number 2, C, carries -0.52



## B
DFT (ωB97M-V/def2-TZVPD) results for a cluster of 2 separate species, C4H11NS in total.

Last columns: bonded neighbours and bond lengths (Å).
Geometry (Å):
1 C -0.1864 -1.5401 -0.4184  S2 1.813, H4 1.112, H5 1.049, H6 1.129
2 S -1.5155 -0.5244 -1.1177  C1 1.813, C3 1.733
3 C -0.6269 0.2093 -2.4120  S2 1.733, H7 1.095, H8 1.052, H9 1.135
4 H -0.5302 -2.5833 -0.2439  C1 1.112
5 H -0.1399 -1.3103 0.6037  C1 1.049
6 H 0.8358 -1.4634 -0.8921  C1 1.129
7 H -1.3910 0.8044 -2.9220  C3 1.095
8 H -0.0042 0.9901 -2.0796  C3 1.052
9 H -0.0610 -0.4678 -3.1256  C3 1.135
10 C 1.4097 0.2146 2.8004  N12 1.411, H13 1.098, H14 1.075, H15 1.070
11 C 0.8062 1.4605 0.8448  N12 1.333, H16 1.198, H17 1.072
12 N 1.7431 0.9439 1.6392  C10 1.411, C11 1.333
13 H 0.3768 0.4405 3.0974  C10 1.098
14 H 2.0520 0.4851 3.6183  C10 1.075
15 H 1.5343 -0.8076 2.5090  C10 1.070
16 H 1.2094 2.1286 -0.0641  C11 1.198
17 H -0.2509 1.5012 1.0198  C11 1.072

The value obtained for the lowest unoccupied orbital energy is 0.0336 hartree. The SMILES is C=NC.CSC. The frontier orbital gap is 9.39 eV. The value obtained for the HOMO energy is -8.480 eV.

Here are the natural (NBO) charges for atoms 1 to 2, given in e: number 1, C, carries -0.77; number 2, S, carries 0.22



In terms of stability, A leads; the second structure lies 0.0664 hartree higher.



## A
DFT (ωB97M-V/def2-TZVPD) results for a cluster of 2 separate species, C4H11NS in total.

Last columns: bonded neighbours and bond lengths (Å).
Geometry (Å):
1 C 1.4496 0.2767 0.2807  C2 1.559, H4 1.012, H5 1.173, H6 1.154
2 C 2.0825 -0.7765 -0.6793  C1 1.559, S3 2.019, H7 1.091, H8 1.126
3 S 2.1645 -2.7535 -0.2778  C2 2.019, H16 1.329
4 H 1.7534 0.2002 1.2426  C1 1.012
5 H 0.2891 0.1263 0.1989  C1 1.173
6 H 1.4556 1.3382 -0.1724  C1 1.154
7 H 3.1431 -0.5655 -0.8200  C2 1.091
8 H 1.7025 -0.7606 -1.7392  C2 1.126
9 C -2.4803 1.7313 0.3283  C10 1.368, N11 1.426, H12 1.163
10 C -2.8374 1.9013 1.6381  C9 1.368, H13 1.154, H14 1.081
11 N -3.1524 2.3881 -0.7443  C9 1.426, H15 1.021, H17 1.027
12 H -1.7134 0.8724 0.1642  C9 1.163
13 H -2.0716 1.8005 2.4960  C10 1.154
14 H -3.4935 2.6615 2.0378  C10 1.081
15 H -3.0741 1.9574 -1.6665  N11 1.021
16 H 3.3705 -2.5007 -0.7761  S3 1.329
17 H -3.2120 3.4129 -0.7163  N11 1.027

The value obtained for the lowest unoccupied orbital energy is 0.0292 hartree. The SMILES is C=CN.CCS. The frontier orbital gap is 9.30 eV. The value obtained for the HOMO energy is -8.509 eV.

Here are the natural (NBO) charges for atoms 1 to 2, given in e: number 1, C, carries -0.62; number 2, C, carries -0.43



## B
DFT (ωB97M-V/def2-TZVPD) results for the molecule C4H11NS.

Last columns: bonded neighbours and bond lengths (Å).
Geometry (Å):
1 C -3.0360 -0.4790 -0.0760  C2 1.489, H5 1.154, H6 1.122, H7 1.097
2 C -1.7276 0.2312 -0.0319  C1 1.489, H8 1.085, H9 1.151, S17 1.834
3 C 0.9371 0.8839 0.1627  C4 1.514, H10 1.069, H11 1.067, S17 1.885
4 C 2.3492 0.3383 0.1229  C3 1.514, H12 1.053, H13 1.090, N16 1.478
5 H -2.8661 -1.6124 0.0578  C1 1.154
6 H -3.5161 -0.2950 -1.0728  C1 1.122
7 H -3.8374 -0.2351 0.6330  C1 1.097
8 H -1.7924 1.3133 0.0089  C2 1.085
9 H -1.1636 0.0834 -1.0241  C2 1.151
10 H 0.5049 0.7573 -0.8073  C3 1.069
11 H 0.8116 1.9224 0.3722  C3 1.067
12 H 2.8638 0.6428 0.9898  C4 1.053
13 H 2.9555 0.8829 -0.6002  C4 1.090
14 H 3.4096 -1.4142 0.3319  N16 1.002
15 H 1.8427 -1.7244 0.0103  N16 0.982
16 N 2.5834 -1.0975 -0.1380  C4 1.478, H14 1.002, H15 0.982
17 S -0.3185 -0.1979 1.0611  C2 1.834, C3 1.885

The value obtained for the lowest unoccupied orbital energy is 0.0380 hartree. The SMILES is CCSCCN. The frontier orbital gap is 9.53 eV. The value obtained for the HOMO energy is -8.497 eV.

Here are the natural (NBO) charges for atoms 1 to 2, given in e: number 1, C, carries -0.63; number 2, C, carries -0.52



In terms of stability, B leads; the second structure lies 0.0593 hartree higher.



## A
DFT (ωB97M-V/def2-TZVPD) results for the molecule C4H11NS.

Last columns: bonded neighbours and bond lengths (Å).
Geometry (Å):
1 C -1.7321 -0.8813 -1.0515  N2 1.445, H7 1.101, H8 1.094, H9 1.087
2 N -0.3111 -0.9652 -0.8050  C1 1.445, C3 1.477, H10 1.017
3 C 0.2305 0.1126 0.0469  N2 1.477, C4 1.528, C6 1.535, H11 1.099
4 C 1.7357 0.2239 -0.1935  C3 1.528, S5 1.815, H12 1.084, H13 1.097
5 S 2.4828 1.5100 0.8470  C4 1.815, H14 1.341
6 C -0.4285 0.3258 1.4172  C3 1.535, H15 1.097, H16 1.072, H17 1.087
7 H -2.3647 -1.3450 -0.2784  C1 1.101
8 H -1.9800 -1.4754 -1.9355  C1 1.094
9 H -2.0823 0.1372 -1.2009  C1 1.087
10 H 0.0012 -1.8059 -0.3263  N2 1.017
11 H -0.1467 1.0046 -0.4730  C3 1.099
12 H 1.9655 0.4048 -1.2374  C4 1.084
13 H 2.1628 -0.7672 0.0022  C4 1.097
14 H 2.4811 2.4354 -0.1236  S5 1.341
15 H -1.0819 -0.5275 1.6370  C6 1.097
16 H -1.1327 1.1329 1.3848  C6 1.072
17 H 0.2004 0.4804 2.2902  C6 1.087

The value obtained for the lowest unoccupied orbital energy is 0.0340 hartree. The SMILES is CN[C@@H](C)CS. The frontier orbital gap is 9.84 eV. The value obtained for the HOMO energy is -8.913 eV.

Here are the natural (NBO) charges for atoms 1 to 2, given in e: number 1, C, carries -0.42; number 2, N, carries -0.62



## B
DFT (ωB97M-V/def2-TZVPD) results for a cluster of 2 separate species, C4H11NS in total.

Last columns: bonded neighbours and bond lengths (Å).
Geometry (Å):
1 C -1.2781 3.2824 1.4358  S2 1.805, H4 1.166, H5 1.140, H6 1.070
2 S -2.5749 2.5622 0.4074  C1 1.805, C3 1.826
3 C -1.5827 1.1564 -0.2050  S2 1.826, H7 1.166, H8 1.180, H9 1.079
4 H -1.9717 3.9578 2.0856  C1 1.166
5 H -0.6175 4.0045 0.8508  C1 1.140
6 H -0.7009 2.5739 1.9927  C1 1.070
7 H -1.9760 1.0638 -1.2991  C3 1.166
8 H -0.5776 1.6507 -0.5772  C3 1.180
9 H -1.5173 0.2645 0.3983  C3 1.079
10 C 0.7790 -2.0033 -1.0726  N12 1.506, H13 1.124, H14 1.112, H15 1.134
11 C 2.6705 -3.2217 -0.2198  N12 1.300, H16 1.044, H17 1.022
12 N 2.0144 -2.8410 -1.2759  C10 1.506, C11 1.300
13 H 0.9916 -1.5948 -0.0476  C10 1.124
14 H -0.0634 -2.7275 -1.0333  C10 1.112
15 H 0.8248 -1.1685 -1.8390  C10 1.134
16 H 2.4320 -2.8407 0.7223  C11 1.044
17 H 3.1480 -4.1189 -0.3235  C11 1.022

The value obtained for the lowest unoccupied orbital energy is 0.0317 hartree. The SMILES is C=NC.CSC. The frontier orbital gap is 9.48 eV. The value obtained for the HOMO energy is -8.618 eV.

Here are the natural (NBO) charges for atoms 1 to 2, given in e: number 1, C, carries -0.76; number 2, S, carries 0.19



## C
DFT (ωB97M-V/def2-TZVPD) results for the molecule C4H11NS.

Last columns: bonded neighbours and bond lengths (Å).
Geometry (Å):
1 C -1.9139 1.7589 -0.4180  N2 1.455, H7 1.102, H8 1.097, H9 1.098
2 N -1.6939 0.6307 0.4738  C1 1.455, C3 1.480, H10 1.005
3 C -0.6263 -0.3197 0.0906  N2 1.480, C4 1.525, C6 1.531, H11 1.104
4 C 0.6686 0.2720 0.6372  C3 1.525, S5 1.828, H12 1.087, H13 1.095
5 S 2.0613 -0.8827 0.3779  C4 1.828, H14 1.359
6 C -0.5294 -0.8018 -1.3593  C3 1.531, H15 1.102, H16 1.097, H17 1.091
7 H -1.2101 2.5642 -0.1526  C1 1.102
8 H -2.8687 2.2847 -0.2969  C1 1.097
9 H -1.8764 1.3243 -1.4261  C1 1.098
10 H -2.4843 0.1068 0.8069  N2 1.005
11 H -0.9318 -1.2492 0.6010  C3 1.104
12 H 0.6717 0.5408 1.6901  C4 1.087
13 H 0.8012 1.1046 -0.0609  C4 1.095
14 H 3.0516 -0.1305 0.9256  S5 1.359
15 H -0.1174 -0.0673 -2.0694  C6 1.102
16 H -1.5500 -0.9632 -1.7284  C6 1.097
17 H 0.0892 -1.6999 -1.4043  C6 1.091

The value obtained for the lowest unoccupied orbital energy is 0.0352 hartree. The SMILES is CN[C@@H](C)CS. The frontier orbital gap is 9.63 eV. The value obtained for the HOMO energy is -8.673 eV.

Here are the natural (NBO) charges for atoms 1 to 2, given in e: number 1, C, carries -0.43; number 2, N, carries -0.65



## D
DFT (ωB97M-V/def2-TZVPD) results for the molecule C4H11NS.

Last columns: bonded neighbours and bond lengths (Å).
Geometry (Å):
1 C 1.1414 -2.2499 -0.4451  C2 1.541, H7 1.097, H8 1.082, H9 1.086
2 C 0.8689 -0.8243 -0.9639  C1 1.541, C3 1.521, N6 1.475, H10 1.090
3 C 0.3067 0.0646 0.1352  C2 1.521, C4 1.522, H11 1.095, H12 1.083
4 C -1.2117 0.1709 0.1632  C3 1.522, S5 1.830, H13 1.091, H14 1.093
5 S -1.7651 1.4677 1.3301  C4 1.830, H15 1.338
6 N 2.1273 -0.3341 -1.5564  C2 1.475, H16 1.017, H17 1.019
7 H 0.9782 -2.9497 -1.2734  C1 1.097
8 H 2.1835 -2.3653 -0.1780  C1 1.082
9 H 0.4682 -2.4746 0.3766  C1 1.086
10 H 0.1716 -0.8684 -1.8004  C2 1.090
11 H 0.6390 1.0718 -0.1364  C3 1.095
12 H 0.6771 -0.0822 1.1422  C3 1.083
13 H -1.7299 -0.7552 0.4168  C4 1.091
14 H -1.6098 0.4261 -0.8222  C4 1.093
15 H -1.1384 2.4391 0.6570  S5 1.338
16 H 1.9121 0.4379 -2.1827  N6 1.017
17 H 2.6907 0.0963 -0.8239  N6 1.019

The value obtained for the lowest unoccupied orbital energy is 0.0339 hartree. The SMILES is C[C@H](N)CCS. The frontier orbital gap is 9.96 eV. The value obtained for the HOMO energy is -9.038 eV.

Here are the natural (NBO) charges for atoms 1 to 2, given in e: number 1, C, carries -0.61; number 2, C, carries -0.05



In terms of stability, D leads; the second structure lies 0.0218 hartree higher.